(1)
75
Properties=species:S:1:pos:R:3 method="wB97M-V/def2-TZVPD" de_lowest_kcal_mol=75.37 gap_ev=9.77 smiles=CCO.CCO.CCO.CCO.CCO.CCO.CCO.CO.CO max_force_ha_per_bohr=0.0684 e_lumo_ev=0.22
C 3.376 -1.116 1.665
C 4.207 -2.317 1.236
O 4.985 -2.078 0.064
H 2.677 -0.801 0.843
H 3.940 -0.255 1.968
H 2.645 -1.360 2.451
H 3.520 -3.202 1.137
H 4.929 -2.472 2.013
H 5.930 -2.086 0.237
C -1.485 2.956 -0.914
C -2.490 3.735 -0.119
O -2.720 4.908 -0.797
H -0.542 3.448 -1.126
H -1.897 2.616 -1.813
H -1.236 2.040 -0.433
H -2.073 3.959 0.844
H -3.433 3.133 -0.074
H -3.319 5.498 -0.250
C -0.247 3.193 3.047
C 0.879 2.209 3.442
O 2.125 2.865 3.275
H -0.066 3.632 2.046
H -0.387 4.069 3.720
H -1.146 2.675 2.868
H 0.841 1.351 2.800
H 0.705 1.804 4.428
H 2.566 2.616 2.458
C 2.090 -0.884 -2.148
C 3.090 -1.771 -2.869
O 3.357 -2.838 -1.996
H 2.351 -0.482 -1.203
H 1.158 -1.409 -2.060
H 1.873 -0.013 -2.706
H 4.018 -1.132 -2.905
H 2.922 -1.983 -3.936
H 4.089 -2.581 -1.464
C -1.228 -4.285 -0.702
C 0.215 -4.097 -1.173
O 0.843 -3.179 -0.345
H -1.223 -4.668 0.315
H -1.745 -5.020 -1.311
H -1.761 -3.373 -0.695
H 0.137 -3.859 -2.241
H 0.641 -5.114 -1.025
H 1.619 -2.873 -0.814
C -0.912 0.103 -3.088
C -1.767 -1.132 -2.873
O -2.610 -0.701 -1.809
H -0.261 -0.111 -3.934
H -0.412 0.459 -2.168
H -1.577 0.901 -3.459
H -1.178 -2.037 -2.604
H -2.411 -1.355 -3.720
H -2.128 -0.887 -0.992
C -3.666 0.218 1.810
C -5.232 0.219 1.803
O -5.720 1.331 1.063
H -3.227 0.369 0.803
H -3.311 -0.735 2.173
H -3.214 0.995 2.496
H -5.650 0.210 2.784
H -5.520 -0.685 1.284
H -5.403 1.273 0.150
C -0.399 -0.149 1.221
O -0.902 -1.027 0.249
H -0.926 0.762 1.344
H 0.658 -0.073 0.845
H -0.430 -0.636 2.231
H -0.374 -1.824 0.267
C 1.668 2.335 -0.377
O 2.625 1.796 0.503
H 0.966 2.928 0.265
H 1.046 1.619 -0.837
H 2.160 2.943 -1.184
H 3.380 1.434 0.015

***

(2)
80
Properties=species:S:1:pos:R:3 method="wB97M-V/def2-TZVPD" total_charge=+1 gap_ev=5.40 max_force_ha_per_bohr=0.0435 e_lumo_ev=-6.03
Cd -1.218 3.994 0.647
C -0.813 -0.099 1.250
C -1.119 0.672 -0.020
O -1.642 1.962 0.218
H -0.229 0.543 1.909
H -0.227 -0.989 1.008
H -1.729 -0.412 1.755
H -1.838 0.115 -0.636
H -0.203 0.737 -0.620
C -3.524 1.037 -3.468
C -2.092 1.543 -3.501
O -1.862 2.589 -2.575
H -4.251 1.791 -3.766
H -3.780 0.716 -2.454
H -3.632 0.163 -4.114
H -1.834 1.908 -4.496
H -1.409 0.699 -3.336
H -1.896 2.236 -1.671
C -1.030 1.107 4.886
C -0.568 -0.319 4.675
O 0.009 -0.852 5.850
H -0.175 1.691 5.251
H -1.750 1.170 5.703
H -1.385 1.588 3.975
H 0.167 -0.406 3.868
H -1.421 -0.917 4.347
H 0.872 -0.453 5.990
C 1.690 1.088 -3.018
C 1.955 2.105 -4.098
O 2.895 3.060 -3.567
H 1.292 1.520 -2.104
H 2.603 0.540 -2.776
H 1.040 0.303 -3.417
H 1.059 2.672 -4.374
H 2.347 1.664 -5.019
H 2.841 3.863 -4.090
C 0.866 -2.487 -1.886
C 1.192 -3.584 -0.857
O -0.090 -4.006 -0.411
H 1.725 -2.140 -2.466
H 0.449 -1.633 -1.354
H 0.153 -2.900 -2.597
H 1.774 -3.139 -0.043
H 1.794 -4.386 -1.289
H -0.066 -4.224 0.527
C -3.128 -2.371 -1.804
C -3.167 -2.802 -0.352
O -4.359 -2.201 0.218
H -2.958 -1.297 -1.859
H -4.044 -2.679 -2.301
H -2.266 -2.837 -2.289
H -2.272 -2.474 0.186
H -3.256 -3.878 -0.185
H -4.194 -2.018 1.148
C 2.591 0.222 0.319
C 3.572 -0.100 1.445
C 4.348 -1.363 1.072
O 5.290 -1.674 2.051
C 6.001 -2.865 1.841
N 4.422 1.059 1.729
H 3.269 0.468 -0.504
H 1.869 0.998 0.564
H 1.985 -0.610 -0.045
H 3.004 -0.337 2.354
H 4.826 -1.101 0.107
H 3.690 -2.221 0.885
H 6.883 -2.733 1.202
H 5.398 -3.646 1.370
H 6.383 -3.181 2.810
H 4.870 1.294 0.844
H 5.148 0.742 2.365
O -4.767 1.382 0.219
H -3.846 1.364 0.513
H -4.815 0.706 -0.472
O -2.001 3.729 2.625
H -1.808 4.084 3.508
H -2.831 3.232 2.722
O -3.199 4.315 -0.017
H -3.757 5.108 -0.005
H -3.819 3.556 -0.099

***

(3)
80
Properties=species:S:1:pos:R:3 method="wB97M-V/def2-TZVPD" gap_ev=9.51 smiles="O=NO[PH4].CCO.CCO.CCO.CCO.CCO.CCO.CCO.CCO" max_force_ha_per_bohr=0.0176 e_lumo_ev=0.42
O -0.627 1.783 -4.577
N 0.508 1.499 -4.327
O 0.646 0.670 -3.300
P -0.489 0.825 -1.767
H -0.668 2.162 -2.111
H 0.658 0.474 -1.064
H -1.280 -0.199 -2.266
H -1.272 0.951 -0.579
C -1.008 0.034 3.687
C -0.725 0.367 2.239
O -0.989 1.733 1.944
H -2.047 0.237 3.948
H -0.806 -1.020 3.893
H -0.365 0.637 4.330
H -1.352 -0.221 1.565
H 0.319 0.128 1.990
H -0.404 2.251 2.510
C 2.544 -2.408 -2.315
C 3.057 -1.881 -0.991
O 1.990 -1.568 -0.098
H 1.887 -1.671 -2.781
H 3.369 -2.622 -2.998
H 1.982 -3.332 -2.160
H 3.597 -0.944 -1.130
H 3.744 -2.595 -0.525
H 1.489 -2.369 0.078
C 4.225 1.342 -6.978
C 4.754 1.845 -5.648
O 3.772 2.535 -4.895
H 3.835 2.171 -7.569
H 5.014 0.846 -7.547
H 3.417 0.622 -6.824
H 5.558 2.566 -5.805
H 5.172 1.010 -5.072
H 3.037 1.935 -4.728
C 2.925 4.320 3.281
C 2.295 3.421 4.323
O 1.420 2.448 3.750
H 2.155 4.830 2.701
H 3.559 5.069 3.756
H 3.547 3.742 2.594
H 1.667 3.994 5.006
H 3.070 2.929 4.920
H 1.926 1.901 3.140
C -6.095 0.964 2.493
C -4.662 0.675 2.891
O -4.559 0.047 4.162
H -6.579 1.588 3.245
H -6.129 1.486 1.535
H -6.669 0.039 2.394
H -4.092 1.601 2.986
H -4.164 0.073 2.121
H -5.018 -0.796 4.135
C 3.621 -0.327 5.061
C 2.242 -0.739 5.542
O 1.732 0.116 6.553
H 4.329 -0.314 5.891
H 3.989 -1.016 4.298
H 3.594 0.674 4.624
H 2.277 -1.736 5.982
H 1.551 -0.771 4.694
H 1.631 0.994 6.174
C -1.460 -4.715 -4.042
C 0.040 -4.824 -3.860
O 0.411 -5.390 -2.607
H -1.900 -4.126 -3.236
H -1.698 -4.235 -4.992
H -1.928 -5.703 -4.039
H 0.494 -3.833 -3.862
H 0.483 -5.392 -4.685
H 0.047 -6.277 -2.551
C -6.056 -0.070 -1.255
C -4.598 0.297 -1.075
O -3.836 0.102 -2.262
H -6.150 -1.106 -1.582
H -6.604 0.052 -0.319
H -6.529 0.571 -2.003
H -4.126 -0.347 -0.331
H -4.500 1.329 -0.720
H -4.193 0.664 -2.955

***

no.,highest occupied orbital energy (Eh)
1,-0.3511
2,-0.4202
3,-0.3342